Entry 1:
Here is 8 unconnected molecules or ions with the total composition C24H51ClN3O20P4 at a distorted geometry from the OMol25 dataset. Energies are from ωB97M-V with the def2-TZVPD basis set.

The value obtained for the orbital gap is 8.051 eV. The calculation puts the total energy at -4439.76532 a.u. Its total charge is -1.

Last column: Löwdin charge in e.
Geometry (Å):
Cl (0.295, -0.758, 1.654)  0.6038
O (0.920, -1.304, 0.489)  -0.3790
O (1.081, 0.324, 2.131)  -0.4060
O (-1.088, -0.233, 1.455)  -0.4202
O (0.293, -1.663, 2.773)  -0.3988
C (-1.470, 1.859, 7.131)  -0.1183
O (-1.537, 1.362, 8.436)  -0.2212
P (-0.342, 1.354, 9.520)  0.4524
O (0.567, 2.512, 9.566)  -0.2311
O (-1.249, 1.181, 10.867)  -0.2141
C (-2.194, 0.128, 11.035)  -0.1260
O (0.362, -0.104, 9.375)  -0.2297
C (1.234, -0.391, 8.303)  -0.1042
H (-0.551, 2.375, 6.854)  0.0938
H (-2.359, 2.431, 6.866)  0.0875
H (-1.572, 0.998, 6.472)  0.0915
H (-2.008, -0.415, 11.962)  0.0785
H (-2.218, -0.721, 10.352)  0.0884
H (-3.167, 0.584, 11.216)  0.0876
H (1.064, 0.350, 7.522)  0.0811
H (0.947, -1.316, 7.803)  0.0915
H (2.285, -0.489, 8.577)  0.0925
C (2.693, 8.161, -3.684)  -0.1236
O (2.926, 7.326, -4.788)  -0.2116
P (4.081, 6.191, -4.749)  0.4999
O (4.182, 5.583, -6.115)  -0.2604
O (5.431, 6.810, -4.084)  -0.2332
C (6.516, 5.984, -3.604)  -0.0820
O (3.603, 5.166, -3.532)  -0.2483
C (2.797, 4.056, -3.659)  -0.1355
H (1.650, 8.008, -3.406)  0.0906
H (2.751, 9.236, -3.854)  0.0869
H (3.377, 7.880, -2.883)  0.0820
H (7.429, 6.071, -4.193)  0.0869
H (6.275, 4.930, -3.468)  0.0871
H (6.759, 6.366, -2.612)  0.0870
H (3.022, 3.379, -4.484)  0.0876
H (1.796, 4.412, -3.903)  0.0909
H (2.884, 3.490, -2.732)  0.0949
C (-4.849, 4.486, 0.614)  -0.0675
O (-6.134, 3.810, 0.418)  -0.2394
P (-7.402, 4.272, 1.292)  0.4721
O (-7.669, 5.762, 1.473)  -0.2785
O (-8.662, 3.509, 0.648)  -0.2381
C (-8.879, 3.451, -0.792)  -0.0691
O (-7.294, 3.442, 2.731)  -0.2329
C (-6.892, 2.044, 2.749)  -0.1073
H (-4.184, 4.021, 1.341)  0.0927
H (-4.914, 5.544, 0.870)  0.0823
H (-4.358, 4.520, -0.359)  0.0854
H (-9.271, 2.521, -1.204)  0.0887
H (-7.996, 3.843, -1.296)  0.0778
H (-9.622, 4.243, -0.893)  0.0856
H (-7.536, 1.500, 3.440)  0.0811
H (-5.879, 1.863, 3.108)  0.0854
H (-7.000, 1.468, 1.831)  0.0815
C (-0.156, -8.304, 2.040)  -0.1257
O (0.124, -8.461, 0.683)  -0.2479
P (-0.996, -9.101, -0.369)  0.5524
O (-1.370, -10.484, 0.088)  -0.2623
O (-2.215, -7.947, -0.515)  -0.2415
C (-2.039, -6.576, -0.610)  -0.1413
O (-0.352, -9.149, -1.854)  -0.2382
C (-1.144, -9.614, -2.967)  -0.0917
H (-0.135, -7.237, 2.262)  0.0948
H (0.488, -8.867, 2.715)  0.0924
H (-1.177, -8.677, 2.126)  0.0796
H (-1.047, -6.230, -0.901)  0.0940
H (-2.292, -6.206, 0.383)  0.0908
H (-2.731, -6.054, -1.271)  0.0875
H (-0.711, -10.400, -3.585)  0.0878
H (-1.319, -8.765, -3.628)  0.0870
H (-2.107, -9.968, -2.597)  0.0820
N (3.407, -5.762, -4.120)  -0.0200
C (3.519, -4.489, -4.573)  -0.1336
C (3.852, -4.567, -5.927)  -0.1337
C (4.115, -5.897, -6.225)  -0.1218
C (3.815, -6.689, -5.055)  -0.1078
H (3.145, -6.021, -3.180)  0.1481
H (3.175, -3.672, -3.957)  0.1081
H (3.914, -3.752, -6.632)  0.0886
H (4.508, -6.250, -7.167)  0.0801
H (4.039, -7.731, -4.879)  0.0925
N (6.038, 1.831, 0.317)  0.0370
C (6.622, 2.900, 0.963)  -0.1396
C (7.949, 2.927, 0.698)  -0.1525
C (8.187, 1.939, -0.153)  -0.1583
C (7.017, 1.294, -0.409)  -0.1660
H (5.054, 1.604, 0.347)  0.1605
H (6.029, 3.588, 1.548)  0.1054
H (8.655, 3.663, 1.056)  0.1016
H (9.033, 1.674, -0.770)  0.0987
H (6.662, 0.498, -1.047)  0.1142
N (-2.766, 0.151, -4.220)  -0.0008
C (-3.561, 1.090, -4.759)  -0.1468
C (-3.464, 0.947, -6.147)  -0.1243
C (-2.369, 0.102, -6.421)  -0.1003
C (-2.137, -0.501, -5.192)  -0.1708
H (-2.560, 0.070, -3.234)  0.1634
H (-4.217, 1.703, -4.159)  0.1015
H (-3.960, 1.500, -6.930)  0.0822
H (-1.956, -0.183, -7.378)  0.0880
H (-1.488, -1.338, -4.975)  0.1082

Cartesian forces (eV/Å) of the 3 atoms listed first:
-1.377 1.627 2.339
-0.713 -0.592 -0.733
1.204 2.061 -0.387

Entry 2:
Here is a molecular structure, C24H51ClN4 at a distorted geometry from the OMol25 dataset. Energies are from ωB97M-V with the def2-TZVPD basis set.

The value obtained for the orbital gap is 9.431 eV. The calculation puts the total energy at -1623.37097 a.u. The calculation puts the relative energy (zero: lowest compared OMol25 entry of this formula, charge and spin) at 268.4 kcal/mol. Its total charge is +2.

Last column: Löwdin charge in e.
Geometry (Å):
C (-14.491, -2.883, -5.885)  -0.0497
C (-15.441, -1.670, -6.170)  -0.2561
C (-15.922, -1.078, -4.834)  -0.1192
C (-17.071, 0.007, -4.906)  -0.1042
N (-17.016, 0.895, -3.552)  -0.1982
C (-18.378, 1.545, -3.274)  -0.1094
C (-18.326, 1.989, -1.712)  -0.0888
C (-17.208, 1.112, -1.078)  -0.1354
C (-16.774, 0.142, -2.161)  -0.0715
C (-15.971, 1.991, -3.861)  -0.0504
H (-14.207, -3.326, -6.839)  0.0720
H (-14.897, -3.573, -5.144)  0.0794
H (-13.561, -2.602, -5.390)  0.0806
H (-16.342, -1.927, -6.727)  0.1021
H (-14.903, -0.979, -6.818)  0.0136
H (-15.101, -0.681, -4.235)  0.1168
H (-16.459, -1.942, -4.445)  0.1159
H (-18.020, -0.529, -4.900)  0.1124
H (-16.929, 0.618, -5.798)  -0.0087
H (-18.462, 2.157, -4.173)  0.0153
H (-19.105, 0.778, -3.541)  0.1180
H (-18.089, 3.051, -1.777)  0.0976
H (-19.309, 1.904, -1.247)  0.1120
H (-16.292, 1.696, -0.989)  0.1109
H (-17.488, 0.698, -0.109)  0.1301
H (-15.712, -0.093, -2.088)  0.1234
H (-17.341, -0.776, -2.315)  0.1319
H (-16.001, 2.406, -4.869)  -0.0152
H (-14.935, 1.657, -3.900)  0.1040
H (-16.115, 2.728, -3.071)  0.1020
C (-16.664, 6.291, -4.014)  -0.0663
C (-17.759, 6.726, -5.136)  -0.1936
C (-18.419, 5.454, -5.750)  -0.2514
C (-19.275, 5.790, -7.004)  -0.1003
N (-20.362, 4.754, -7.303)  -0.1812
C (-20.125, 3.172, -7.150)  -0.1192
C (-19.347, 2.691, -8.321)  -0.1995
C (-19.705, 3.704, -9.413)  -0.1351
C (-20.669, 4.658, -8.780)  -0.1527
C (-21.605, 5.294, -6.469)  0.0613
H (-15.987, 5.474, -4.265)  0.0481
H (-17.281, 5.815, -3.253)  0.0595
H (-16.011, 7.136, -3.797)  0.0716
H (-17.337, 7.433, -5.851)  0.1023
H (-18.553, 7.334, -4.705)  0.0991
H (-19.058, 4.865, -5.092)  0.0913
H (-17.665, 4.694, -5.951)  -0.0226
H (-18.558, 5.819, -7.824)  0.1341
H (-19.781, 6.755, -6.980)  0.1273
H (-21.146, 2.806, -7.043)  0.1386
H (-19.499, 2.917, -6.294)  0.0082
H (-19.837, 1.767, -8.629)  0.1200
H (-18.295, 2.626, -8.041)  0.0579
H (-20.090, 3.294, -10.347)  0.1319
H (-18.904, 4.363, -9.747)  0.1173
H (-21.697, 4.306, -8.856)  0.1345
H (-20.659, 5.570, -9.377)  0.1460
H (-21.739, 6.254, -6.968)  0.0961
H (-21.377, 5.426, -5.412)  0.1098
H (-22.542, 4.828, -6.775)  0.1030
C (-18.916, -1.296, -8.446)  -0.0427
C (-18.247, -0.170, -7.598)  -0.1574
N (-16.799, -0.006, -7.687)  -0.0419
C (-16.105, 1.074, -7.124)  -0.1384
C (-14.794, 0.844, -7.513)  0.0292
N (-14.692, -0.389, -8.150)  -0.1764
C (-15.929, -0.914, -8.287)  -0.0312
C (-13.412, -0.976, -8.554)  0.0489
H (-19.995, -1.442, -8.490)  0.0931
H (-18.426, -2.261, -8.318)  0.0749
H (-18.711, -1.076, -9.494)  0.0782
H (-18.556, -0.561, -6.628)  0.1086
H (-18.655, 0.796, -7.894)  0.0670
H (-16.710, 1.853, -6.685)  -0.2444
H (-13.891, 1.436, -7.496)  0.1453
H (-16.218, -1.746, -8.912)  0.1779
H (-13.600, -1.898, -9.104)  0.1148
H (-12.917, -1.282, -7.633)  0.1039
H (-12.849, -0.202, -9.077)  0.1151
Cl (-17.549, 2.720, -5.925)  0.6083

Cartesian forces (eV/Å) of the 3 atoms listed first:
-0.562 0.795 0.018
1.307 -0.931 2.969
-1.658 0.182 -0.571